A structure of composition C24H16AuF6NO4PS2, computed with ωB97M-V/def2-TZVPD.

Geometry as ORCA input:
```
! wB97M-V def2-TZVPD RIJCOSX def2/J DEFGRID3
* xyz 1 3
H 0.27 -4.60 -1.91
H 2.65 1.49 -0.30
H -1.81 -4.57 0.39
O -1.46 4.09 1.09
C -1.34 -2.28 3.76
C -0.11 -2.66 3.23
C -3.58 -5.39 -2.38
H -3.72 -4.21 -4.16
C -3.05 -5.50 -1.10
C 0.87 -2.65 -1.26
H -4.23 -6.17 -2.75
H 5.29 -1.51 -1.79
F -0.33 4.48 -1.94
C -1.93 -3.40 -1.41
H 2.54 -5.30 -2.54
C 4.31 -1.20 -1.44
C -2.19 -1.90 1.55
O -1.41 2.12 -0.36
H -2.25 -2.42 -3.29
H 0.69 -2.98 3.88
F 2.68 0.97 2.28
H -3.26 -6.36 -0.49
C 3.44 -3.43 -2.02
C 4.10 0.06 -0.95
F 0.98 5.08 -0.33
C 1.87 1.46 3.22
H 1.06 -2.91 1.44
F 1.82 0.57 4.21
C -2.39 -1.93 2.92
O -0.25 0.34 2.13
C -3.30 -4.29 -3.17
S 0.15 1.70 2.49
C 2.38 -4.30 -2.16
Au -0.12 0.29 -0.31
C 1.93 -1.72 -1.16
O -0.65 2.37 3.43
C 1.76 -0.40 -0.71
H 4.44 -3.74 -2.29
C 2.81 0.48 -0.62
C 1.09 -3.91 -1.80
N 0.53 2.49 1.16
C -0.94 -2.26 1.03
C -2.47 -3.29 -2.69
H 4.92 0.76 -0.85
F 2.38 2.59 3.67
C -2.24 -4.50 -0.60
C 0.10 -2.63 1.86
H -1.46 -2.22 4.83
F 1.29 3.21 -1.35
C 0.36 4.06 -0.90
H -2.99 -1.59 0.89
P -0.79 -2.13 -0.78
H -3.35 -1.65 3.33
C 3.25 -2.12 -1.55
S -0.68 3.15 0.39
*
```

Gap between HOMO and LUMO (spin up / spin down) = 7.041 / 4.635 eV
Molar mass = 788.46 u
E = -3152.1362 Eh
HOMO level (spin up / spin down) = -11.3217 / -11.9892 eV



The molecule C7H13N, computed with ωB97M-V/def2-TZVPD.

Geometry as ORCA input:
```
! wB97M-V def2-TZVPD RIJCOSX def2/J DEFGRID3
* xyz 0 3
C 1.02 -0.64 -0.46
H 0.12 0.82 0.97
H 2.79 -0.11 0.81
C 0.14 -1.88 -0.53
H 2.62 -1.70 0.21
H 1.74 -1.45 1.55
C -1.42 -0.33 -0.43
H 1.29 1.99 -0.57
H -2.11 -0.52 1.59
H -2.56 0.92 0.98
H -0.39 2.53 -0.57
H 0.24 1.69 -1.98
H 1.60 -0.57 -1.34
N -1.10 -1.75 -0.52
H 0.48 -2.93 -0.57
C -0.05 0.48 -0.11
H -3.29 -0.76 0.55
C -2.47 -0.15 0.73
H -2.00 -0.13 -1.26
C 0.34 1.80 -0.83
C 2.03 -0.96 0.59
*
```

Energy above the lowest of the compared OMol25 structures with the same formula, charge and spin = 39.02 kcal/mol
Gap between HOMO and LUMO (spin up / spin down) = 5.782 / 7.527 eV
Molar mass = 111.19 u
E = -329.0207 Eh
HOMO level (spin up / spin down) = -4.6378 / -9.9070 eV



A cluster of 2 separate species, C3H4OS in total, computed with ωB97M-V/def2-TZVPD.

Geometry as ORCA input:
```
! wB97M-V def2-TZVPD RIJCOSX def2/J DEFGRID3
* xyz 0 1
C -0.98 -0.18 0.66
H -1.75 -0.45 1.52
H -0.78 1.72 1.42
H 0.43 1.43 0.18
C -0.37 1.06 0.81
O -0.74 -1.11 -0.25
C 1.30 -0.74 -1.30
S 1.55 -1.88 -2.26
H 1.34 0.13 -0.79
*
```

Energy above the lowest of the compared OMol25 structures with the same formula, charge and spin = 112.03 kcal/mol
Gap between HOMO and LUMO (spin up / spin down) = 5.607 / 5.607 eV
Molar mass = 88.13 u
E = -589.9461 Eh
HOMO level (spin up / spin down) = -7.4658 / -7.4653 eV



A cluster of 2 separate species, C2H9NO2 in total, computed with ωB97M-V/def2-TZVPD.

Geometry as ORCA input:
```
! wB97M-V def2-TZVPD RIJCOSX def2/J DEFGRID3
* xyz 0 1
H -0.21 -2.34 0.12
H 1.51 0.68 1.92
H 1.82 1.33 0.34
H -0.55 -0.08 -3.21
N -0.19 0.77 0.67
C 1.08 1.30 1.14
H -0.36 1.05 -0.29
O 0.14 -1.45 -0.05
H 0.93 2.30 1.53
H -1.54 -0.78 0.95
H -0.11 -0.87 1.92
O -0.61 0.18 -2.28
C -0.48 -0.57 0.93
H -0.46 -0.65 -1.79
*
```

Energy above the lowest of the compared OMol25 structures with the same formula, charge and spin = 2.32 kcal/mol
Gap between HOMO and LUMO = 9.751 eV
Molar mass = 79.10 u
E = -286.8147 Eh
HOMO level = -8.9609 eV
SMILES = CNCO.O



Number 3 is which compound? C3H4OS



E of number 3 (C3H4OS)? -589.9461 Eh